Record 1
Below is a molecular structure, C11H25ClIN2OP2Rh at a distorted geometry, with properties calculated with the ωB97M-V functional and the def2-TZVPD basis.

Element x y z (Å)
C 0.01 0.85 -5.89
C 0.02 1.28 -4.44
H 0.02 1.76 -6.52
H -0.86 0.23 -6.15
H 0.88 0.22 -6.15
O 0.02 2.43 -4.05
I 0.01 -0.17 -2.70
Rh -0.01 -0.29 -0.07
P 2.27 0.06 0.14
C 2.76 1.31 1.39
C 3.09 -1.43 0.79
H 4.16 -1.42 0.53
H 4.22 0.52 -1.26
H 2.62 -2.33 0.37
H 2.87 -0.20 -2.17
H 2.32 1.06 2.36
H 2.99 -1.46 1.88
C 3.14 0.52 -1.39
H 3.85 1.33 1.48
H 2.81 1.51 -1.70
H 2.39 2.29 1.08
P -2.28 0.08 0.16
C -2.72 1.37 1.38
C -3.12 0.52 -1.38
H -2.62 -2.30 0.41
H -4.17 -1.39 0.55
H -3.01 -1.41 1.91
C -3.11 -1.40 0.82
H -2.86 -0.21 -2.15
H -4.21 0.54 -1.25
H -3.81 1.42 1.47
H -2.33 2.33 1.04
H -2.78 1.51 -1.70
H -2.28 1.13 2.35
Cl 0.01 -2.47 -1.11
N -0.11 -0.29 4.11
C 0.04 -1.66 3.94
C 0.07 -1.88 2.60
N -0.04 -0.66 1.97
C -0.13 0.29 2.90
H -0.17 0.21 4.98
H 0.12 -2.34 4.75
H 0.18 -2.79 2.03
H -0.22 1.35 2.71

LUMO level (spin up / spin down)	-0.22610 / -0.36113	hartree
multiplicity	5
relative energy (zero: lowest compared OMol25 entry of this formula, charge and spin)	0.0	kJ/mol
total charge	+2
gap between HOMO and LUMO (spin up / spin down)	6.76 / 5.77	eV

Record 2
Below is 11 unconnected molecules or ions with the total composition C34H51F8N10O2S at a distorted geometry, with properties calculated with the ωB97M-V functional and the def2-TZVPD basis.

Element x y z (Å)
C -2.19 1.17 3.49
C -0.91 1.58 2.59
O -0.45 0.45 1.80
C -1.03 0.51 0.44
C -1.06 -0.98 -0.17
C -2.59 -1.24 -0.54
C -3.52 -1.58 0.73
O -2.93 -2.50 1.66
C -2.50 -3.70 1.01
C -2.34 -4.81 2.15
F -2.89 -4.29 3.32
F -3.20 -5.89 1.76
C -0.90 -5.44 2.29
F -1.08 -6.81 2.64
F -0.17 -5.49 1.09
C 0.07 -4.84 3.39
F -0.46 -4.74 4.67
F 1.15 -5.76 3.50
C 0.74 -3.44 3.04
F -0.14 -2.48 2.58
F 1.87 -3.61 2.20
C -0.11 -0.97 -1.45
S -0.33 -2.39 -2.62
C 0.55 -3.90 -2.00
C 1.64 -4.31 -3.13
H -2.75 0.29 3.06
H -1.82 0.89 4.52
H -2.93 2.03 3.60
H -1.24 2.41 1.88
H -0.11 1.96 3.30
H -0.39 1.15 -0.22
H -2.11 0.86 0.54
H -2.78 -2.08 -1.29
H -3.03 -0.28 -1.02
H -3.71 -0.57 1.24
H -4.56 -1.95 0.39
H -3.35 -4.00 0.30
H -1.57 -3.57 0.37
H 1.17 -3.04 4.02
H 0.97 -1.03 -1.06
H -0.15 0.03 -2.03
H 1.07 -3.78 -1.01
H -0.20 -4.76 -1.99
H 2.66 -4.34 -2.62
H 1.65 -3.56 -3.98
H 1.44 -5.34 -3.58
C 3.38 -1.09 5.23
C 2.27 -0.16 5.58
N 1.40 0.56 5.86
H 4.05 -0.61 4.52
H 3.95 -1.36 6.12
H 2.98 -2.00 4.78
C 0.85 4.26 -2.19
C -0.05 3.75 -1.11
N -0.75 3.36 -0.25
H 0.66 5.32 -2.36
H 1.89 4.13 -1.90
H 0.66 3.71 -3.11
C 2.92 3.27 3.04
C 2.88 3.57 1.58
N 2.85 3.81 0.44
H 1.90 3.19 3.43
H 3.44 2.33 3.21
H 3.44 4.07 3.57
C 1.30 8.40 -0.03
C 1.94 7.60 -1.12
N 2.44 6.97 -1.96
H 0.23 8.49 -0.22
H 1.46 7.91 0.93
H 1.74 9.40 -0.01
C -4.41 -8.06 -0.64
C -4.26 -6.73 -1.30
N -4.14 -5.69 -1.82
H -5.13 -7.99 0.18
H -4.76 -8.80 -1.36
H -3.45 -8.38 -0.23
C 4.14 2.50 -4.55
C 3.25 1.98 -3.47
N 2.55 1.58 -2.62
H 3.95 3.56 -4.71
H 5.18 2.37 -4.26
H 3.96 1.96 -5.47
C -6.60 1.89 4.32
C -5.99 1.06 3.24
N -5.51 0.41 2.40
H -7.68 1.98 4.15
H -6.44 1.42 5.29
H -6.15 2.88 4.33
C 8.05 4.88 -3.96
C 6.77 4.79 -4.73
N 5.76 4.72 -5.32
H 8.85 4.42 -4.54
H 8.29 5.92 -3.77
H 7.94 4.36 -3.01
C -4.90 3.25 -1.03
C -4.28 2.42 -2.10
N -3.79 1.77 -2.95
H -5.97 3.34 -1.21
H -4.73 2.78 -0.06
H -4.46 4.24 -1.03
C 3.25 -1.17 -5.61
C 3.83 -2.45 -5.10
N 4.27 -3.45 -4.70
H 2.39 -1.37 -6.25
H 2.93 -0.55 -4.77
H 4.01 -0.63 -6.19

LUMO level	0.06544	hartree
relative energy (zero: lowest compared OMol25 entry of this formula, charge and spin)	374.8	kJ/mol
total charge	-1
gap between HOMO and LUMO	2.93	eV

Record 3
Below is 2 unconnected molecules or ions with the total composition C3H4NO at a distorted geometry, with properties calculated with the ωB97M-V functional and the def2-TZVPD basis.

Element x y z (Å)
C -0.68 2.55 -0.58
C -0.04 -0.94 -1.21
C -0.22 0.31 0.99
N -0.02 -0.43 -0.19
O -1.41 3.02 -1.29
H 0.54 1.12 0.96
H 0.06 -1.05 -2.26
H -0.09 -0.15 2.05
H -1.20 0.95 1.01

LUMO level	-0.19707	hartree
relative energy (zero: lowest compared OMol25 entry of this formula, charge and spin)	125.3	kJ/mol
total charge	+1
gap between HOMO and LUMO	11.71	eV

Record 4
Below is 10 unconnected molecules or ions with the total composition C37H73BBr18ClN3O4 at a distorted geometry, with properties calculated with the ωB97M-V functional and the def2-TZVPD basis.

Element x y z (Å)
C 7.64 -0.53 2.14
C 6.23 -0.13 2.68
B 5.11 -0.06 1.55
O 5.32 -0.70 0.33
C 3.80 0.79 1.89
O 2.57 0.22 1.41
C 2.04 0.90 0.33
N 2.92 0.87 -0.90
C 3.02 1.93 -1.49
O 3.04 2.89 -2.15
C 0.60 0.40 -0.02
C 0.53 -1.09 0.37
C 1.50 -1.92 -0.51
N 1.44 -3.37 -0.35
C 2.00 -3.90 0.89
C 1.05 -4.10 2.08
C 0.23 -3.97 -0.80
C 0.32 -4.83 -2.07
O -0.86 -3.84 -0.29
N -0.33 1.31 0.66
C -1.41 0.69 1.43
C -2.63 1.61 1.74
C -0.83 0.34 2.85
C -1.56 -0.83 3.54
C -0.63 2.40 -0.21
Cl -2.00 2.09 -1.40
C -0.76 3.82 0.45
C -0.06 3.92 1.82
H 7.78 -0.32 1.07
H 7.88 -1.58 2.33
H 8.38 0.05 2.70
H 5.96 -0.87 3.45
H 6.33 0.87 3.13
H 5.80 -0.14 -0.29
H 3.95 1.82 1.54
H 3.72 0.84 2.99
H 1.97 1.96 0.63
H 0.53 0.42 -1.12
H 0.64 -1.29 1.43
H -0.48 -1.44 0.10
H 1.26 -1.68 -1.56
H 2.55 -1.62 -0.38
H 2.42 -4.90 0.66
H 2.87 -3.29 1.16
H 1.65 -4.46 2.93
H 0.29 -4.86 1.85
H 0.55 -3.19 2.43
H -0.11 -5.81 -1.82
H -0.26 -4.38 -2.88
H 1.36 -4.99 -2.38
H -1.87 -0.20 0.98
H -3.31 1.71 0.90
H -3.19 1.08 2.52
H -2.33 2.56 2.18
H -0.95 1.26 3.44
H 0.25 0.19 2.75
H -0.96 -1.15 4.39
H -1.73 -1.66 2.84
H -2.50 -0.45 3.96
H 0.24 2.52 -0.86
H -1.82 4.05 0.58
H -0.32 4.56 -0.22
H 0.45 4.90 1.93
H 0.70 3.15 1.99
H -0.76 3.88 2.67
Br 0.77 -8.22 3.25
C 1.63 -7.77 1.57
C 3.06 -8.23 1.53
Br 4.21 -7.06 2.58
H 1.52 -6.69 1.44
H 1.04 -8.27 0.80
H 3.45 -8.17 0.51
H 3.19 -9.23 1.91
Br 7.61 3.48 4.07
C 9.52 3.15 4.28
C 10.32 3.86 3.22
Br 10.20 2.94 1.51
H 9.65 2.07 4.27
H 9.77 3.53 5.27
H 11.38 3.85 3.48
H 9.99 4.88 3.05
Br -2.38 -6.18 -3.67
C -4.03 -5.16 -3.51
C -4.20 -4.61 -2.12
Br -4.75 -6.00 -0.88
H -4.84 -5.82 -3.81
H -3.94 -4.35 -4.23
H -4.99 -3.87 -2.09
H -3.29 -4.18 -1.71
Br -4.92 5.72 -1.77
C -4.45 5.24 -3.59
C -4.76 6.35 -4.55
Br -6.66 6.46 -4.94
H -4.97 4.32 -3.82
H -3.38 5.05 -3.56
H -4.28 6.16 -5.51
H -4.46 7.33 -4.18
Br -1.89 -8.80 -0.53
C -3.46 -9.37 -1.53
C -3.81 -10.80 -1.21
Br -2.61 -12.06 -2.10
H -3.24 -9.21 -2.58
H -4.25 -8.71 -1.21
H -4.80 -11.04 -1.58
H -3.76 -11.03 -0.15
Br -5.39 -10.62 2.56
C -4.63 -12.32 3.13
C -3.28 -12.13 3.78
Br -1.90 -11.80 2.45
H -4.59 -12.96 2.26
H -5.34 -12.73 3.85
H -2.98 -13.04 4.29
H -3.26 -11.30 4.48
Br 1.04 7.05 1.93
C 0.73 8.16 0.36
C -0.64 8.80 0.37
Br -2.04 7.54 -0.09
H 0.90 7.53 -0.51
H 1.49 8.94 0.40
H -0.70 9.58 -0.38
H -0.91 9.22 1.34
Br -2.62 6.86 -10.33
C -4.51 7.07 -9.92
C -4.78 6.84 -8.45
Br -4.76 4.94 -8.01
H -5.05 6.39 -10.56
H -4.75 8.09 -10.19
H -5.79 7.17 -8.20
H -4.06 7.32 -7.81
Br -0.21 12.18 -0.77
C -2.09 12.39 -0.32
C -2.32 13.59 0.56
Br -1.77 13.24 2.40
H -2.41 11.46 0.15
H -2.60 12.51 -1.27
H -3.38 13.82 0.62
H -1.77 14.47 0.23

LUMO level	0.00998	hartree
SMILES string	CCB(O)CO[C@@H](N=C=O)[C@@H](CCN(CC)C(C)=O)N([C@H](C)CC)[C@@H](Cl)CC.BrCCBr.BrCCBr.BrCCBr.BrCCBr.BrCCBr.BrCCBr.BrCCBr.BrCCBr.BrCCBr
gap between HOMO and LUMO	8.71	eV